No. 1
{
  "formula": "C26H26F6N2O3Tc",
  "method": "ωB97M-V/def2-TZVPD",
  "symbols": ["Tc", "O", "C", "C", "C", "C", "C", "C", "C", "N", "C", "C", "N", "C", "C", "C", "C", "C", "C", "C", "O", "H", "H", "H", "H", "H", "H", "H", "H", "H", "H", "H", "H", "H", "H", "C", "C", "O", "C", "F", "F", "F", "C", "F", "F", "F", "H", "H", "H", "C", "C", "C", "C", "C", "C", "H", "H", "H", "H", "H", "H", "H", "H", "H"],
  "coordinates": [[-0.290, -0.222, -1.602], [0.293, -1.902, -0.714], [1.417, -2.539, -0.759], [1.457, -3.875, -0.293], [2.634, -4.581, -0.237], [3.837, -3.995, -0.643], [3.830, -2.711, -1.127], [2.643, -1.959, -1.219], [2.702, -0.608, -1.668], [1.684, 0.139, -1.950], [1.884, 1.572, -1.993], [1.299, 2.066, -0.660], [0.025, 1.398, -0.481], [-0.502, 1.515, 0.856], [-1.937, 1.064, 1.071], [-2.572, 1.522, 2.215], [-3.832, 1.082, 2.579], [-4.503, 0.188, 1.757], [-3.899, -0.288, 0.618], [-2.591, 0.104, 0.257], [-2.034, -0.406, -0.796], [0.525, -4.320, 0.024], [2.635, -5.599, 0.127], [4.758, -4.554, -0.567], [4.753, -2.249, -1.450], [3.700, -0.168, -1.717], [1.292, 1.980, -2.816], [2.940, 1.848, -2.090], [1.148, 3.153, -0.688], [1.985, 1.820, 0.171], [-0.440, 2.575, 1.149], [-2.068, 2.239, 2.846], [-4.287, 1.431, 3.493], [-5.503, -0.135, 2.005], [-4.402, -0.986, -0.033], [-1.299, 2.538, -4.987], [-1.733, 1.651, -3.805], [-0.684, 0.983, -3.283], [-2.385, 2.585, -2.749], [-2.977, 1.930, -1.751], [-3.314, 3.405, -3.267], [-1.458, 3.380, -2.197], [-2.834, 0.658, -4.294], [-4.075, 1.166, -4.275], [-2.620, 0.256, -5.556], [-2.853, -0.452, -3.550], [-0.611, 3.294, -4.618], [-2.157, 3.020, -5.448], [-0.778, 1.927, -5.718], [2.592, -1.423, 3.371], [1.353, -0.643, 3.831], [1.736, 0.363, 4.924], [0.269, -1.594, 4.353], [0.785, 0.097, 2.709], [0.271, 0.739, 1.837], [2.975, -2.030, 4.191], [3.375, -0.736, 3.051], [2.343, -2.078, 2.538], [2.136, -0.157, 5.791], [0.866, 0.935, 5.239], [2.493, 1.054, 4.559], [0.655, -2.171, 5.191], [-0.051, -2.275, 3.568], [-0.601, -1.028, 4.680]],
  "forces_ev_per_a": [[-0.223, 3.538, 1.597], [-1.538, 1.322, -0.717], [1.822, -0.689, -0.162], [-0.212, 0.312, -0.047], [0.041, 0.150, -0.069], [0.081, -0.004, -0.015], [-0.081, 0.055, 0.011], [-0.671, -0.783, 0.289], [-0.221, 0.507, -0.108], [1.388, -0.972, -0.165], [-0.185, 0.784, 0.129], [0.235, 0.074, -0.392], [-0.218, -2.461, -1.396], [-0.414, -0.148, 0.525], [-0.507, -0.317, -0.511], [-0.219, 0.027, 0.015], [-0.031, 0.062, 0.024], [0.046, 0.062, 0.078], [0.555, -0.040, -0.423], [-0.444, 1.205, 1.785], [0.062, -1.342, -1.527], [-0.057, 0.026, 0.040], [-0.050, -0.020, 0.032], [0.051, 0.023, -0.061], [0.094, 0.045, -0.021], [-0.065, 0.104, -0.008], [0.193, -0.059, 0.076], [-0.101, -0.098, -0.023], [0.045, -0.064, 0.045], [-0.159, 0.069, -0.148], [-0.047, -0.094, -0.139], [0.144, 0.065, 0.082], [-0.054, 0.113, 0.052], [-0.089, -0.064, 0.051], [-0.041, -0.089, -0.078], [0.058, -0.264, 0.270], [-1.063, 0.477, -0.222], [1.008, -1.539, 1.189], [-0.207, 0.233, 0.158], [-0.035, -0.197, -0.018], [-0.010, 0.127, -0.256], [0.421, 0.107, 0.022], [-0.189, -0.294, -0.111], [0.009, 0.131, 0.048], [0.281, 0.015, -0.216], [0.022, -0.087, 0.214], [0.007, 0.095, 0.050], [-0.021, 0.034, -0.073], [-0.033, -0.070, -0.020], [-0.122, 0.052, 0.031], [0.046, -0.099, 0.197], [-0.003, -0.062, -0.070], [0.099, 0.035, -0.034], [0.072, 0.229, -0.256], [0.438, 0.049, 0.082], [0.036, -0.028, 0.053], [0.029, -0.004, -0.032], [0.007, -0.068, -0.061], [0.070, -0.117, 0.138], [-0.052, 0.051, 0.013], [0.044, 0.076, -0.022], [0.012, -0.090, 0.115], [-0.009, -0.099, -0.052], [-0.046, 0.008, 0.043]],
  "spin_multiplicity": 2,
  "homo_lumo_gap_ev": [6.24, 6.70],
  "e_homo_ev": [-7.58, -7.75]
}



No. 2
{
  "formula": "C3H8OS2",
  "method": "ωB97M-V/def2-TZVPD",
  "symbols": ["C", "S", "S", "H", "H", "H", "H", "O", "C", "C", "H", "H", "H", "H"],
  "coordinates": [[0.239, 0.286, 1.579], [-0.013, 2.055, 1.362], [-1.998, 2.433, 1.232], [0.326, 0.092, 2.701], [1.135, -0.166, 1.136], [-0.586, -0.395, 1.332], [-2.317, 1.245, 0.750], [-0.930, -0.611, -0.366], [-0.182, -0.282, -1.251], [0.948, -1.125, -1.574], [-0.316, 0.605, -1.873], [0.554, -2.148, -1.682], [1.798, -1.169, -0.844], [1.342, -0.820, -2.502]],
  "forces_ev_per_a": [[-0.099, -1.118, 3.916], [1.939, -0.147, -0.449], [-1.016, 0.178, 0.473], [0.340, 0.495, -0.934], [-0.269, 0.858, -0.396], [0.209, 0.887, -0.528], [-0.189, -0.592, -0.676], [-5.106, -1.774, 3.284], [2.855, 1.908, -3.503], [0.639, -1.018, 0.309], [-0.210, 0.461, -0.172], [0.309, -0.388, 0.053], [-0.254, -0.057, -0.024], [0.853, 0.305, -1.353]],
  "spin_multiplicity": 2,
  "homo_lumo_gap_ev": [2.77, 7.04],
  "e_above_lowest_ev": 1.828,
  "charge": -1,
  "e_homo_ev": [0.61, -3.78]
}



No. 3
{
  "formula": "C5H6O",
  "method": "ωB97M-V/def2-TZVPD",
  "symbols": ["C", "C", "C", "C", "C", "O", "H", "H", "H", "H", "H", "H"],
  "coordinates": [[1.729, -0.546, -0.242], [0.756, -0.929, 0.557], [0.908, 0.865, -0.626], [-0.191, 0.186, 0.230], [-1.685, 0.145, 0.104], [0.496, 1.353, 0.545], [2.847, -0.853, -0.180], [0.525, -1.799, 1.210], [0.781, 1.296, -1.658], [-2.055, 0.139, -0.984], [-2.201, 1.014, 0.571], [-1.910, -0.871, 0.473]],
  "forces_ev_per_a": [[7.238, 4.138, -5.640], [-8.400, -2.177, 5.407], [3.261, -3.829, -2.543], [-0.219, -2.711, 0.883], [-0.324, -0.060, -1.340], [-0.776, 3.256, 1.322], [-1.965, 0.919, -0.473], [0.395, 0.646, -0.894], [0.221, -0.009, 1.525], [0.840, 0.044, 1.373], [0.356, -0.946, 0.137], [-0.625, 0.729, 0.241]],
  "spin_multiplicity": 3,
  "homo_lumo_gap_ev": [6.50, 7.55],
  "e_above_lowest_ev": 3.183,
  "e_homo_ev": [-5.45, -9.46]
}



No. 4
{
  "formula": "C5H11NO",
  "method": "ωB97M-V/def2-TZVPD",
  "symbols": ["C", "C", "C", "N", "C", "C", "O", "H", "H", "H", "H", "H", "H", "H", "H", "H", "H", "H"],
  "coordinates": [[0.951, 1.831, -0.780], [0.205, 1.088, 0.292], [-1.242, 1.289, 0.546], [-0.750, 0.096, -0.150], [-0.724, -1.118, 0.650], [0.741, -2.028, 0.100], [-0.216, -2.402, -0.911], [1.758, 1.208, -1.182], [1.390, 2.751, -0.383], [0.278, 2.089, -1.604], [0.796, 0.767, 1.151], [-1.810, 1.996, -0.058], [-1.604, 1.165, 1.566], [-0.564, -0.989, 1.697], [-1.758, -1.560, 0.505], [1.643, -1.550, -0.402], [1.195, -3.011, 0.429], [-0.289, -1.622, -1.466]],
  "forces_ev_per_a": [[0.030, 0.076, -0.030], [0.274, 0.172, 0.018], [-0.157, 0.091, 0.126], [0.431, -0.335, 0.251], [1.750, 0.095, 1.505], [-2.975, 0.133, -1.241], [1.508, -2.245, -3.353], [-0.094, 0.112, 0.051], [-0.022, -0.071, -0.072], [0.092, -0.035, 0.132], [-0.051, 0.195, -0.080], [0.146, -0.202, 0.050], [0.073, -0.036, -0.171], [-0.170, 0.954, 1.144], [1.868, -0.569, 0.059], [-1.256, 0.497, 0.986], [-1.149, 1.195, 0.884], [-0.295, -0.027, -0.260]],
  "smiles": "C[C@H]1CN1CCO",
  "homo_lumo_gap_ev": 9.60,
  "e_above_lowest_ev": 4.959,
  "e_homo_ev": -8.48
}



Calculated electronic energy in order - -55009.33162 -26956.23826 -7321.58308 -8896.73850 eV